The following is a DFT calculation (wB97M-V/def2-TZVPD) of a 3-piece molecular cluster, C3H13NO2 overall.

Properties
* HOMO level: -8.99 eV
* molecular weight: 95.1 Da
* electronic energy: -8906.99809 eV
* SMILES string: CCCN.O.O
* total charge: 0

Last columns: bonded neighbours and bond lengths (Å).
Atoms and positions in Å:
1 C 0.874 -0.625 1.841  C2 1.531, H5 1.091, H6 1.093, H7 1.083
2 C -0.405 -0.398 1.031  C1 1.531, C3 1.516, H8 1.088, H9 1.094
3 C -0.469 -1.275 -0.203  C2 1.516, N4 1.473, H10 1.088, H11 1.092
4 N -1.722 -1.208 -0.975  C3 1.473, H12 1.020, H13 1.022
5 H 1.723 -0.082 1.421  C1 1.091
6 H 1.098 -1.687 1.968  C1 1.093
7 H 0.765 -0.211 2.836  C1 1.083
8 H -1.251 -0.690 1.649  C2 1.088
9 H -0.480 0.671 0.809  C2 1.094
10 H -0.357 -2.317 0.088  C3 1.088
11 H 0.338 -1.100 -0.917  C3 1.092
12 H -1.810 -0.268 -1.360  N4 1.020
13 H -2.494 -1.231 -0.305  N4 1.022
14 O 1.833 1.656 -0.835  H15 0.962, H16 0.971
15 H 2.415 1.924 -0.117  O14 0.962
16 H 2.106 0.744 -1.023  O14 0.971
17 O -0.970 1.735 -1.918  H18 0.966, H19 0.976
18 H -1.166 2.590 -2.323  O17 0.966
19 H -0.028 1.772 -1.668  O17 0.976